No. 1
57
Properties=species:S:1:pos:R:3:mulliken_spin:R:1 method="wB97M-V/def2-TZVPD" largest_force_ev_per_a=9.59 orbital_gap_ha="0.2356 / 0.2886" multiplicity=5 e_lumo_ev="-6.822 / -8.301" e_above_lowest_kcal_mol=5.9 total_charge=+2 energy_ev=-36034.885 homo_ha="-0.486 / -0.594"
C 0.172 3.332 1.444 0.580
H 0.589 4.295 1.876 0.023
H 0.947 2.512 1.344 -0.006
H -0.439 2.807 2.665 -0.008
C -0.523 3.512 0.034 -0.053
H -0.684 2.535 -0.531 0.040
H -1.577 3.888 0.215 0.015
C 0.133 4.450 -1.019 0.035
H -0.626 5.003 -1.593 0.002
H 0.796 5.197 -0.596 0.001
H 0.709 3.866 -1.740 -0.001
C -0.810 -2.621 -1.356 0.031
C -1.183 -1.451 -2.168 0.245
C 0.027 -0.859 -2.701 0.206
C 1.158 -1.592 -2.198 0.137
C 0.648 -2.708 -1.378 0.256
C 1.482 -3.635 -0.538 0.042
C 2.600 -1.324 -2.488 0.039
C 0.091 0.321 -3.601 0.071
C -2.577 -0.944 -2.319 0.018
C -1.738 -3.376 -0.449 0.043
Rh 0.058 -0.918 -0.653 1.783
H 3.226 -1.700 -1.677 -0.001
H 2.909 -1.806 -3.418 0.015
H 2.748 -0.249 -2.580 0.009
H 2.541 -3.375 -0.693 -0.014
H 1.203 -3.484 0.523 0.027
H 1.281 -4.678 -0.816 0.013
H -2.671 -2.786 -0.360 -0.008
H -1.956 -4.373 -0.860 0.014
H -1.245 -3.474 0.540 0.016
H -2.537 0.058 -2.760 -0.006
H -3.194 -1.604 -2.945 0.017
H -3.034 -0.887 -1.319 0.022
H 0.877 1.005 -3.282 0.005
H 0.311 0.003 -4.619 0.017
H -0.858 0.844 -3.599 -0.009
C -0.910 -2.107 6.023 -0.001
C 0.222 -1.570 5.152 0.008
N -0.353 -0.752 4.016 0.018
C -0.186 0.566 3.815 -0.008
S -0.904 1.425 2.473 0.360
N 0.679 1.300 4.619 0.000
C 0.150 1.563 5.967 0.002
C 1.155 2.355 6.778 0.000
H -1.644 -1.321 6.241 0.000
H -0.512 -2.489 6.962 0.000
H -1.427 -2.935 5.534 0.000
H 1.004 -0.984 5.665 0.001
H 0.734 -2.403 4.646 -0.001
H -1.224 -1.147 3.567 0.003
H 0.938 2.203 4.176 0.001
H -0.771 2.168 5.882 -0.001
H -0.095 0.626 6.477 0.001
H 1.442 3.297 6.291 0.000
H 0.733 2.629 7.763 0.000
H 2.075 1.781 6.966 0.000



No. 2
78
Properties=species:S:1:pos:R:3:lowdin_charge:R:1 method="wB97M-V/def2-TZVPD" largest_force_ev_per_a=5.55 orbital_gap_ha=0.1061 e_lumo_ev=-7.899 total_charge=+1 energy_ev=-127463.982 homo_ha=-0.396
C -1.878 -4.871 0.185 -0.098
C -0.672 -4.667 -0.737 -0.252
C -0.967 -3.773 -1.941 -0.210
C -1.210 -2.317 -1.544 -0.179
C 0.103 -1.550 -1.278 -0.191
C 0.181 -1.075 0.175 -0.187
C 0.950 0.211 0.493 -0.561
S 0.201 1.581 -0.467 0.937
C 0.816 0.602 2.066 -0.628
Cl 0.325 2.389 2.083 0.786
C -0.318 -0.066 2.826 -0.136
C -0.361 0.236 4.333 -0.204
F 0.615 1.206 4.680 -0.272
N 2.136 0.390 2.605 0.116
C 2.977 -0.200 1.655 -0.440
O 3.904 -0.952 1.935 0.140
C 2.511 0.301 0.304 -0.345
P 3.218 2.058 0.295 1.018
O 3.020 2.850 -1.035 -0.186
C 3.200 -0.332 -0.920 -0.311
F 2.544 0.092 -2.070 0.010
C 3.415 -1.846 -0.882 -0.171
C 4.876 -2.263 -0.708 -0.070
H -1.562 -4.988 1.220 0.066
H -2.398 -5.789 -0.077 0.075
H -2.602 -4.064 0.116 0.062
H 0.192 -4.313 -0.168 0.091
H -0.401 -5.649 -1.124 0.105
H -0.108 -3.803 -2.612 0.112
H -1.835 -4.162 -2.445 0.082
H -1.833 -2.325 -0.651 0.092
H -1.785 -1.836 -2.333 0.110
H 0.911 -2.230 -1.522 0.085
H 0.153 -0.725 -1.975 0.087
H 0.530 -1.906 0.792 0.130
H -0.843 -0.875 0.479 0.107
H -0.847 1.052 -1.117 -0.050
H -0.324 -1.140 2.662 0.125
H -1.242 0.312 2.398 0.126
H -0.256 -0.648 4.957 0.119
H -1.333 0.671 4.549 0.094
H 2.163 -0.163 3.451 0.154
H 4.573 1.788 0.472 0.081
H 2.800 2.741 1.432 0.037
H 4.204 0.104 -0.968 0.125
H 2.804 -2.271 -0.089 0.104
H 3.013 -2.237 -1.812 0.119
H 5.480 -1.442 -0.330 0.070
H 4.961 -3.062 0.020 0.082
H 5.313 -2.578 -1.649 0.082
C -0.245 5.330 0.219 0.040
N -1.581 5.924 -0.103 -0.396
O -2.201 5.455 -1.028 0.081
O -1.922 6.830 0.608 0.081
H -0.029 4.540 -0.505 0.067
H 0.472 6.140 0.135 0.118
H -0.256 4.952 1.235 0.044
Al 0.441 1.657 6.963 1.123
C -4.190 -1.735 -5.612 -0.272
S -4.191 -3.515 -5.397 0.821
O -3.523 -3.794 -4.094 -0.562
C -2.992 -3.871 -6.680 -0.270
H -4.855 -1.312 -4.863 0.050
H -3.178 -1.354 -5.473 0.054
H -4.558 -1.491 -6.608 0.056
H -2.063 -3.343 -6.465 0.057
H -3.395 -3.565 -7.645 0.056
H -2.818 -4.944 -6.679 0.051
N -1.725 4.854 3.499 -0.272
S -1.133 6.350 3.681 0.511
O 0.265 6.408 3.415 -0.265
O -1.668 7.028 4.806 -0.235
F -1.831 6.954 2.427 -0.191
S -1.246 3.804 4.503 0.434
O -1.548 2.458 4.080 -0.398
O -1.413 4.057 5.910 -0.320
F 0.376 3.801 4.369 -0.295
F 1.692 3.918 -0.428 -0.207



No. 3
80
Properties=species:S:1:pos:R:3:lowdin_charge:R:1 method="wB97M-V/def2-TZVPD" largest_force_ev_per_a=4.27 orbital_gap_ha=0.3246 e_lumo_ev=-1.561 e_above_lowest_kcal_mol=0.0 total_charge=0 energy_ev=-133905.371 homo_ha=-0.382
Rb -7.657 8.265 31.592 0.982
As -9.343 11.557 31.209 0.853
F -8.340 12.643 30.139 -0.284
F -8.820 10.266 30.130 -0.394
F -10.186 10.404 32.264 -0.293
F -9.865 12.969 32.166 -0.245
F -10.721 11.779 30.154 -0.245
F -7.861 11.190 32.140 -0.342
C -12.361 10.053 35.659 -0.070
O -13.744 10.125 35.532 -0.013
C -14.365 11.293 35.253 -0.496
O -13.925 12.471 35.355 0.073
O -15.643 10.975 34.953 -0.015
C -16.587 12.021 34.743 -0.032
H -12.110 9.084 36.091 0.099
H -12.046 10.818 36.368 0.087
H -11.794 10.171 34.735 0.091
H -16.434 12.389 33.728 0.091
H -16.405 12.826 35.455 0.095
H -17.629 11.702 34.773 0.095
C -6.113 12.548 27.348 -0.034
O -5.270 13.020 26.308 0.018
C -3.956 13.052 26.442 -0.588
O -3.320 12.707 27.427 0.097
O -3.359 13.436 25.312 0.004
C -1.969 13.651 25.251 -0.058
H -6.387 13.352 28.031 0.095
H -5.770 11.703 27.946 0.096
H -7.053 12.319 26.846 0.091
H -1.601 14.617 25.595 0.095
H -1.618 13.486 24.232 0.095
H -1.452 12.982 25.939 0.088
C -11.183 14.026 34.966 -0.011
O -10.424 12.999 35.610 -0.032
C -9.394 13.348 36.362 -0.521
O -9.186 14.469 36.878 0.089
O -8.576 12.279 36.645 -0.012
C -8.773 10.950 36.285 -0.073
H -10.469 14.375 34.220 0.092
H -11.441 14.769 35.721 0.105
H -12.028 13.532 34.486 0.070
H -9.737 10.573 36.627 0.074
H -8.094 10.370 36.910 0.097
H -8.702 10.763 35.214 0.090
C -11.186 11.512 27.174 -0.036
O -11.411 10.687 26.012 -0.031
C -10.574 10.830 24.895 -0.489
O -9.737 11.719 24.720 0.086
O -10.699 9.766 24.050 -0.025
C -9.693 9.569 23.040 -0.043
H -10.255 12.070 27.075 0.091
H -11.082 10.907 28.075 0.067
H -12.083 12.108 27.342 0.089
H -9.772 8.625 22.500 0.092
H -8.730 9.804 23.494 0.094
H -9.805 10.279 22.220 0.089
C -17.304 9.451 29.944 -0.041
O -16.011 8.874 30.101 -0.006
C -15.160 9.373 31.026 -0.591
O -15.397 10.223 31.776 0.181
O -14.118 8.510 31.149 -0.006
C -13.223 8.661 32.187 -0.065
H -17.243 10.514 29.708 0.095
H -17.911 9.390 30.847 0.094
H -17.809 8.881 29.165 0.095
H -12.392 9.336 31.983 0.083
H -12.922 7.627 32.354 0.100
H -13.747 8.917 33.107 0.089
C -13.758 13.329 31.358 -0.012
O -15.149 13.735 31.080 -0.003
C -15.548 14.439 30.001 -0.542
O -16.559 15.039 29.883 0.165
O -14.584 14.272 28.986 -0.064
C -14.710 14.786 27.702 -0.084
H -13.654 12.685 32.231 0.078
H -13.074 14.157 31.543 0.094
H -13.294 12.789 30.533 0.075
H -14.577 15.864 27.797 0.095
H -15.712 14.629 27.303 0.093
H -14.017 14.456 26.928 0.089



No. 4
70
Properties=species:S:1:pos:R:3:lowdin_charge:R:1 method="wB97M-V/def2-TZVPD" largest_force_ev_per_a=10.11 orbital_gap_ha=0.0650 e_lumo_ev=-16.072 e_above_lowest_kcal_mol=0.0 total_charge=+4 energy_ev=-61078.802 homo_ha=-0.656
Hf -4.204 -1.070 -1.108 2.319
Hf -0.605 -3.535 0.649 2.375
F -4.596 -1.195 1.056 -0.432
F -2.543 -2.648 -0.429 -0.528
F 0.295 -2.704 -1.233 -0.420
O -0.664 -1.290 0.987 -0.376
P -1.284 0.077 0.810 0.379
O -2.565 0.126 0.032 -0.378
F -0.248 0.953 -0.016 -0.077
F -1.365 0.838 2.173 -0.012
C -1.052 4.344 -0.816 0.024
C -2.573 4.470 -0.979 -0.449
O -3.297 4.996 -0.180 0.196
C -3.187 3.972 -2.233 0.006
H -0.514 4.758 -1.670 0.110
H -0.895 3.275 -0.674 0.050
H -0.697 4.983 -0.009 0.097
H -4.267 3.941 -2.088 0.098
H -2.820 2.949 -2.366 0.048
H -3.051 4.555 -3.144 0.120
C -3.810 -4.157 3.803 0.037
C -3.089 -2.934 3.333 -0.390
O -2.274 -3.003 2.394 -0.135
C -3.354 -1.634 4.030 0.035
H -3.670 -4.289 4.878 0.128
H -3.500 -5.050 3.265 0.096
H -4.877 -3.966 3.657 0.126
H -4.401 -1.332 4.046 0.123
H -2.785 -0.828 3.569 0.073
H -2.987 -1.702 5.057 0.130
C -0.870 -1.464 -4.297 0.048
C -1.491 -0.489 -3.363 -0.369
O -2.281 -0.886 -2.486 -0.150
C -1.022 0.932 -3.447 0.034
H -1.095 -1.202 -5.331 0.137
H -1.287 -2.441 -4.050 0.100
H 0.200 -1.554 -4.095 0.116
H -1.709 1.535 -4.047 0.125
H 0.008 1.033 -3.784 0.107
H -1.095 1.428 -2.476 0.063
C 3.201 -1.284 1.922 0.034
C 2.920 -2.474 1.071 -0.380
O 1.768 -2.904 0.925 -0.111
C 4.109 -3.285 0.578 0.043
H 2.280 -0.869 2.339 0.081
H 3.646 -0.476 1.337 0.111
H 3.821 -1.495 2.795 0.130
H 4.697 -3.715 1.388 0.127
H 4.767 -2.687 -0.052 0.104
H 3.640 -4.036 -0.058 0.098
C 2.445 0.720 -2.025 -0.017
C 3.008 -0.224 -3.054 -0.500
O 2.985 0.039 -4.230 0.104
C 3.478 -1.572 -2.552 -0.009
H 2.467 1.731 -2.428 0.103
H 2.945 0.596 -1.065 0.076
H 1.387 0.468 -1.909 0.046
H 3.535 -2.361 -3.298 0.101
H 2.836 -1.864 -1.718 0.041
H 4.479 -1.391 -2.152 0.102
C 1.834 3.231 1.089 -0.007
C 2.730 2.669 2.185 -0.478
O 3.930 2.719 2.138 0.140
C 2.014 2.219 3.450 -0.004
H 2.495 3.353 0.231 0.093
H 1.514 4.200 1.473 0.109
H 1.022 2.557 0.842 0.032
H 0.996 1.867 3.280 0.055
H 1.942 3.033 4.173 0.110
H 2.625 1.442 3.909 0.085



No. 5
73
Properties=species:S:1:pos:R:3:mulliken_spin:R:1 method="wB97M-V/def2-TZVPD" largest_force_ev_per_a=4.73 orbital_gap_ha="0.0844 / 0.1591" multiplicity=6 e_lumo_ev="-12.216 / -10.185" e_above_lowest_kcal_mol=335.2 total_charge=+2 energy_ev=-87400.708 homo_ha="-0.533 / -0.533"
Mn -0.030 0.050 0.307 5.286
C 2.116 -6.064 2.104 0.000
O 3.035 -5.884 1.030 -0.002
C 3.075 -4.794 0.324 0.003
O 2.260 -3.879 0.304 -0.008
O 4.140 -4.860 -0.524 -0.001
C 5.187 -5.856 -0.430 0.000
H 2.430 -5.402 2.911 0.000
H 2.045 -7.116 2.379 0.000
H 1.130 -5.689 1.832 0.000
H 5.451 -5.996 -1.478 0.000
H 4.840 -6.801 -0.013 0.000
H 5.996 -5.364 0.111 0.000
C -1.635 0.111 7.005 0.002
O -2.658 -0.737 6.372 -0.010
C -2.741 -0.934 5.112 0.008
O -2.111 -0.373 4.233 -0.053
O -3.798 -1.750 4.835 -0.004
C -4.776 -2.228 5.760 0.000
H -2.100 1.046 7.316 0.000
H -0.925 0.415 6.236 -0.002
H -1.308 -0.420 7.899 0.000
H -5.573 -2.638 5.138 -0.001
H -5.254 -1.363 6.218 0.000
H -4.365 -2.934 6.481 0.000
C -2.627 -4.339 -3.159 0.000
O -3.990 -4.049 -2.760 0.000
C -4.113 -3.016 -1.748 0.004
O -3.251 -2.288 -1.168 0.006
O -5.490 -2.900 -1.669 -0.001
C -6.146 -2.100 -0.704 0.000
H -2.025 -4.753 -2.350 0.000
H -2.112 -3.536 -3.686 0.000
H -2.812 -5.128 -3.888 0.000
H -5.801 -1.068 -0.646 0.000
H -6.040 -2.551 0.282 0.000
H -7.202 -1.961 -0.936 0.000
C 4.757 4.113 4.364 -0.001
O 3.940 3.345 3.410 -0.022
C 4.283 3.109 2.164 0.021
O 3.481 2.686 1.364 -0.191
O 5.610 3.140 2.020 -0.032
C 6.215 3.023 0.751 -0.004
H 5.394 3.338 4.790 -0.002
H 4.218 4.451 5.249 0.000
H 5.346 4.873 3.851 -0.001
H 6.345 1.945 0.659 0.001
H 7.205 3.429 0.960 -0.001
H 5.779 3.566 -0.088 0.001
C 3.743 -0.146 -5.601 0.000
O 2.655 0.430 -6.141 -0.002
C 1.592 0.732 -5.259 0.002
O 1.539 0.450 -4.064 0.002
O 0.656 1.327 -5.949 -0.001
C 0.816 1.809 -7.280 0.000
H 4.539 -0.442 -6.284 0.000
H 3.464 -1.022 -5.017 0.000
H 4.081 0.565 -4.847 0.000
H 1.591 2.571 -7.355 0.000
H -0.077 2.334 -7.618 0.000
H 1.084 0.992 -7.950 0.000
C -5.071 5.392 -2.611 0.000
O -4.069 4.431 -2.126 -0.001
C -3.134 4.589 -1.099 0.001
O -2.543 3.658 -0.605 0.005
O -3.054 5.871 -0.768 -0.001
C -1.975 6.318 -0.003 0.000
H -6.100 5.041 -2.529 0.000
H -4.992 5.363 -3.697 0.000
H -4.940 6.401 -2.221 0.000
H -1.102 5.680 -0.143 0.000
H -2.287 6.463 1.032 0.000
H -1.803 7.323 -0.389 0.000



No. 6
59
Properties=species:S:1:pos:R:3:nbo_charge:R:1 method="wB97M-V/def2-TZVPD" largest_force_ev_per_a=1.44 orbital_gap_ha=0.2478 e_lumo_ev=-15.285 e_above_lowest_kcal_mol=9.7 total_charge=+4 energy_ev=-34247.374 homo_ha=-0.810
Zr -0.930 0.264 -0.957 2.187
N -1.054 2.524 -1.130 -0.953
C -2.466 2.907 -0.706 -0.256
C -2.974 1.984 0.395 -0.252
N -2.885 0.497 0.033 -0.782
C -3.947 0.023 -0.961 -0.257
C -3.534 0.174 -2.419 -0.263
N -2.221 -0.550 -2.672 -0.936
H -0.858 2.976 -2.029 0.455
H -0.391 2.955 -0.479 0.453
H -2.491 3.924 -0.316 0.291
H -3.103 2.891 -1.585 0.243
H -2.400 2.125 1.309 0.244
H -4.010 2.245 0.613 0.290
H -3.075 -0.003 0.905 0.463
H -4.137 -1.030 -0.748 0.259
H -4.879 0.561 -0.784 0.286
H -4.341 -0.250 -3.019 0.302
H -3.414 1.208 -2.734 0.231
H -2.407 -1.557 -2.676 0.442
H -1.930 -0.346 -3.634 0.456
C 0.255 -1.019 3.191 -0.642
C 1.112 -1.737 2.146 -0.195
C 0.641 -3.176 1.931 -0.644
C 2.603 -1.638 2.474 -0.656
P 0.890 -0.758 0.530 0.985
C 1.532 0.893 0.600 -0.543
C 0.691 1.800 1.283 -0.245
C 1.094 3.105 1.531 -0.218
C 2.356 3.509 1.100 -0.076
C 3.211 2.613 0.444 -0.169
C 2.812 1.315 0.187 -0.087
C 1.365 -1.568 -1.093 -0.340
C 0.188 -2.522 -1.373 -0.589
C 2.699 -2.341 -1.056 -0.617
C 1.491 -0.508 -2.215 -0.544
H 0.342 -1.585 4.122 0.294
H -0.805 -1.003 2.930 0.208
H 0.608 -0.009 3.404 0.232
H 0.692 -3.682 2.898 0.291
H 1.284 -3.735 1.252 0.230
H -0.397 -3.242 1.598 0.218
H 2.737 -2.160 3.427 0.295
H 2.941 -0.611 2.623 0.234
H 3.240 -2.136 1.744 0.237
H -0.236 1.438 1.735 0.232
H 0.470 3.788 2.097 0.273
H 2.694 4.518 1.303 0.284
H 4.204 2.934 0.156 0.285
H 3.509 0.631 -0.282 0.238
H 0.264 -3.433 -0.782 0.304
H 0.134 -2.800 -2.426 0.277
H -0.798 -2.104 -1.066 0.128
H 2.674 -3.126 -0.303 0.251
H 3.554 -1.694 -0.862 0.246
H 2.852 -2.813 -2.030 0.271
H 0.612 0.162 -2.380 0.059
H 1.607 -0.997 -3.183 0.305
H 2.323 0.172 -2.061 0.285